No. 1
The following is a quantum chemistry calculation of a 5-piece molecular cluster, C32H80F6N4O4P overall in a non-equilibrium geometry, from the OMol25 dataset.

ORCA input file:
```
! wB97M-V def2-TZVPD RIJCOSX def2/J DEFGRID3
* xyz 3 1
C 2.6324 -1.7137 -11.6016
C 3.6060 -0.6388 -11.2488
N 4.5404 -0.8872 -9.9715
C 5.3259 0.4347 -9.6889
C 3.7160 -1.1377 -8.6891
C 4.6208 -1.5501 -7.4824
C 5.6062 -2.0409 -10.2400
C 6.3076 -2.0907 -11.6507
O 5.5137 -2.1162 -12.7700
C 6.0587 -2.0185 -14.0204
H 3.2066 -2.6397 -11.5701
H 2.3773 -1.5824 -12.6532
H 1.6953 -1.8573 -11.0638
H 3.0208 0.2270 -10.9390
H 4.2518 -0.2218 -12.0214
H 5.8195 0.9102 -10.5365
H 6.2308 0.2591 -9.1073
H 4.6962 1.1934 -9.2241
H 3.1189 -1.9729 -9.0550
H 2.9698 -0.3493 -8.5907
H 5.3052 -0.7207 -7.3034
H 5.0709 -2.5399 -7.4066
H 3.9440 -1.5298 -6.6282
H 5.1310 -2.9932 -10.0046
H 6.3955 -2.0080 -9.4890
H 6.9728 -2.9499 -11.7376
H 6.8689 -1.1624 -11.7573
H 5.3507 -1.8905 -14.8392
H 6.6459 -2.8950 -14.2943
H 6.7543 -1.1793 -14.0226
C -2.0560 -1.1229 7.4497
C -3.5092 -1.3181 6.9637
N -4.6233 -1.0065 8.0331
C -4.6072 -1.7840 9.3611
C -4.5769 0.5673 8.3626
C -5.8034 1.1062 9.1352
C -6.0139 -1.3456 7.3614
C -6.4236 -0.7976 5.9975
O -6.2698 0.6049 5.9525
C -6.0788 1.0699 4.5920
H -1.3842 -1.5366 6.6976
H -1.9137 -1.5345 8.4489
H -1.8457 -0.0597 7.5653
H -3.6232 -2.3779 6.7355
H -3.7521 -0.8296 6.0201
H -3.7081 -1.3994 9.8425
H -4.5862 -2.8348 9.0721
H -5.4622 -1.5187 9.9829
H -4.3494 1.0023 7.3894
H -3.6958 0.7584 8.9751
H -5.5878 2.1733 9.1882
H -5.6892 0.7604 10.1626
H -6.7867 0.9370 8.6961
H -6.7672 -1.1735 8.1302
H -6.0671 -2.4342 7.3777
H -7.4780 -1.0264 5.8430
H -5.8691 -1.2862 5.1963
H -5.1172 0.7912 4.1611
H -6.1518 2.1574 4.5907
H -6.8402 0.8081 3.8573
C -4.2312 -4.0267 -1.9347
C -4.0123 -5.1789 -2.8612
N -2.7388 -5.9932 -2.7632
C -1.6438 -5.0140 -3.1812
C -2.3978 -6.4457 -1.3085
C -1.3455 -7.5195 -1.2384
C -2.7224 -7.1941 -3.8027
C -3.7198 -8.3652 -3.5501
O -4.4936 -8.6259 -4.7067
C -5.3690 -9.7365 -4.5000
H -5.2941 -3.8286 -1.7961
H -3.7525 -3.1151 -2.2922
H -3.9551 -4.1091 -0.8834
H -4.0935 -4.9327 -3.9199
H -4.7438 -5.9212 -2.5416
H -0.6609 -5.4849 -3.1637
H -1.6203 -4.0117 -2.7535
H -1.8114 -4.7702 -4.2302
H -3.3132 -6.8786 -0.9051
H -2.2867 -5.5104 -0.7597
H -0.9996 -7.6943 -0.2196
H -0.3754 -7.2505 -1.6563
H -1.7801 -8.4408 -1.6262
H -1.7704 -7.7175 -3.7140
H -2.7878 -6.7847 -4.8107
H -4.3211 -8.1568 -2.6652
H -3.1516 -9.2818 -3.3920
H -6.1857 -9.7918 -5.2198
H -5.9325 -9.8682 -3.5763
H -4.9550 -10.7179 -4.7315
C 1.7471 8.1511 3.8846
C 1.7509 8.0620 5.4586
N 3.0812 7.6272 6.1046
C 2.7977 7.6039 7.6192
C 3.4119 6.1191 5.7446
C 4.7143 5.5130 6.2732
C 4.3481 8.5257 5.7809
C 4.0679 9.9596 6.1897
O 3.0741 10.5165 5.2828
C 3.1220 11.9044 4.9991
H 2.4706 8.8465 3.4591
H 0.7898 8.5335 3.5303
H 1.8379 7.1430 3.4802
H 1.0995 7.2188 5.6883
H 1.3854 8.9759 5.9268
H 2.3387 8.5703 7.8278
H 3.7487 7.4977 8.1413
H 2.0687 6.8235 7.8374
H 3.4180 6.1589 4.6553
H 2.5290 5.5633 6.0604
H 5.1331 6.1788 7.0277
H 5.4963 5.5159 5.5139
H 4.5657 4.4617 6.5196
H 4.4306 8.3720 4.7050
H 5.2208 8.0988 6.2752
H 5.0591 10.4126 6.2072
H 3.7092 10.1664 7.1980
H 4.1640 12.1482 4.7922
H 2.7744 12.4088 5.9007
H 2.5052 12.0732 4.1164
P 0.3439 0.7580 1.5644
F 1.7289 0.9344 2.2211
F 1.0459 0.2831 0.1637
F 0.1742 -0.7798 2.1640
F -1.1192 0.7957 0.9390
F -0.2451 1.3301 2.9265
F 0.5594 2.2057 0.9906
*
```

* energy relative to the best compared isomer or geometry (same formula, charge and spin): 23.91 kcal/mol
* E: -2726.8869 a.u.
* E_LUMO: -4.129 eV


No. 2
The following is a quantum chemistry calculation of a 2-piece molecular cluster, C10H11NO2 overall in a non-equilibrium geometry, from the OMol25 dataset.

ORCA input file:
```
! wB97M-V def2-TZVPD RIJCOSX def2/J DEFGRID3
* xyz 0 1
C -1.6861 2.4027 -0.4825
C -0.7736 1.5155 -0.7278
C -0.2269 0.6441 0.2784
O -1.0004 0.3233 1.3424
C 0.9489 0.0057 0.1403
C 1.8479 0.0693 -1.0176
C 2.9005 -0.7133 -1.1853
C 3.3294 -1.5223 -0.1205
C 2.6861 -1.6313 1.0848
C 1.3233 -1.0480 1.1889
H -1.9438 3.1156 -1.2645
H -1.8818 2.6413 0.5808
H -0.2091 1.4516 -1.7588
H -1.8087 0.9171 1.5399
H 1.8752 0.9832 -1.5825
H 3.6044 -0.5934 -2.0158
H 4.2701 -2.0323 -0.1672
H 2.9387 -2.3235 1.9784
H 0.9114 -0.8559 2.2565
H 0.8709 -1.9844 0.8765
N -4.9826 0.1400 -0.1694
C -4.2019 -0.7553 -0.4288
O -3.5548 -1.7015 -0.6275
H -5.2372 0.9517 0.2813
*
```

* SMILES: C=C/C(O)=C1\C=CC=CC1.N=C=O
* energy relative to the best compared isomer or geometry (same formula, charge and spin): 99.63 kcal/mol
* E: -592.7655 a.u.
* E_LUMO: 0.415 eV


No. 3
The following is a quantum chemistry calculation of C31H34N5PtS as an isolated structure in a non-equilibrium geometry, from the OMol25 dataset.

ORCA input file:
```
! wB97M-V def2-TZVPD RIJCOSX def2/J DEFGRID3
* xyz -1 1
Pt 0.2650 1.5940 0.6096
C 1.5015 -4.0692 -0.8672
C 0.6465 -4.7722 0.1928
C -0.4319 -5.5946 -0.5267
C 1.5587 -5.7169 0.9874
C -0.0194 -3.7935 1.1529
C -0.7919 -4.3072 2.1988
C -1.4198 -3.4787 3.1216
C -1.2913 -2.1187 2.9837
S -1.9818 -0.8437 3.9637
C -1.2350 0.3528 2.8850
N -0.5117 -0.2198 1.9016
C -0.5272 -1.5606 1.9316
C 0.1127 -2.4213 1.0283
C -1.4206 1.7394 2.9891
C -2.1519 2.3599 4.0283
C -2.2743 3.7282 4.0748
C -1.6935 4.5315 3.1010
C -0.9703 3.9368 2.0615
C -0.8374 2.5737 1.9934
H 1.9727 -4.8136 -1.5090
H 2.2913 -3.4795 -0.4046
H 0.8969 -3.4185 -1.4973
H 0.0293 -6.3032 -1.2124
H -1.0892 -4.9417 -1.0958
H -1.0388 -6.1486 0.1831
H 2.0274 -6.4401 0.3224
H 0.9970 -6.2580 1.7428
H 2.3393 -5.1488 1.4874
H -0.9217 -5.3725 2.3152
H -1.9999 -3.8965 3.9304
H 0.7057 -1.9636 0.2513
H -2.5927 1.7296 4.7889
H -2.8233 4.1900 4.8851
H -1.7867 5.6072 3.1465
H -0.5217 4.5762 1.3090
C 3.8316 0.8503 -1.4218
C 2.5517 1.2162 -2.1153
C 2.5331 1.7289 -3.4124
C 1.3361 2.1340 -3.9855
C 1.2939 2.5734 -5.4225
C 0.1546 2.1183 -3.2544
C 0.1188 1.5850 -1.9589
C 1.3504 1.0732 -1.4528
N -0.8888 1.5569 -1.0423
C -2.3195 1.4404 -1.2460
C -2.7447 1.3774 -2.7186
C -2.7649 0.1314 -0.5636
C -3.0070 2.6321 -0.5632
H 4.5781 0.4769 -2.1202
H 3.6607 0.1076 -0.6424
H 4.2400 1.7408 -0.9378
H 3.4562 1.7980 -3.9714
H 2.2926 2.7646 -5.8109
H 0.6901 3.4715 -5.5442
H 0.8423 1.7850 -6.0284
H -0.7219 2.5466 -3.7064
H 1.3026 0.4595 -0.5261
H -2.1028 0.6977 -3.2737
H -2.7146 2.3645 -3.1749
H -3.7679 1.0118 -2.7803
H -2.2443 -0.7166 -1.0067
H -3.8377 -0.0173 -0.6730
H -2.5216 0.1716 0.4949
H -2.5741 3.5595 -0.9330
H -2.8353 2.5771 0.5086
H -4.0779 2.6402 -0.7539
N 6.2398 2.9804 2.2555
C 5.1228 2.7449 2.4379
N 3.9013 2.5466 2.7636
C 2.8463 2.1896 2.2169
N 1.7678 1.8435 1.9091
*
```

* E: -1993.0148 a.u.
* E_LUMO: 2.147 eV


No. 4
The following is a quantum chemistry calculation of C31H20IN7O5Os as an isolated structure in a non-equilibrium geometry, from the OMol25 dataset.

ORCA input file:
```
! wB97M-V def2-TZVPD RIJCOSX def2/J DEFGRID3
* xyz 0 1
Os 0.5702 0.0947 -0.0833
O 2.3180 -0.6789 0.4760
C 2.3746 -1.6888 1.2760
C 3.4531 -2.5981 1.1756
C 3.5023 -3.7347 1.9384
C 2.4967 -4.0023 2.8717
C 1.4814 -3.0975 3.0593
C 1.3924 -1.9216 2.2997
C 0.4287 -0.9362 2.6534
N 0.0851 0.0981 1.9389
N -0.6541 1.0319 2.5017
C -0.6475 2.2235 1.8886
O 0.0442 2.4609 0.8820
C -1.5335 3.2290 2.5175
C -2.3010 4.0762 1.7241
C -3.1918 4.9536 2.3161
C -3.2927 5.0275 3.6965
C -2.4993 4.2114 4.4903
C -1.6322 3.3066 3.9036
H 4.2176 -2.3781 0.4470
H 4.3200 -4.4280 1.8128
H 2.5259 -4.9167 3.4437
H 0.7126 -3.2901 3.7930
H 0.0161 -0.9926 3.6594
H -2.2135 4.0340 0.6483
H -3.8023 5.5905 1.6933
H -3.9787 5.7267 4.1531
H -2.5530 4.2872 5.5665
H -1.0135 2.6625 4.5093
N -3.5083 0.6793 -1.2089
C -2.4596 0.0118 -0.6916
N -1.3550 0.7204 -0.7183
C -1.6784 1.9266 -1.3098
C -0.8948 3.0436 -1.5931
C -1.5369 4.1393 -2.1286
C -2.9063 4.1321 -2.4057
C -3.6866 3.0191 -2.1664
C -3.0538 1.9139 -1.6153
H -4.4428 0.3193 -1.3263
H -2.5138 -0.9963 -0.3168
H 0.1586 3.0628 -1.3601
H -0.9728 5.0380 -2.3215
H -3.3653 5.0201 -2.8137
H -4.7446 3.0101 -2.3748
O 0.2163 -0.2442 -2.7597
N 1.0558 0.3172 -2.0191
C 2.2538 0.6951 -2.4280
C 2.7590 0.4025 -3.7135
N 3.1847 0.1411 -4.7460
C 3.0991 1.3276 -1.4917
N 3.8106 1.8377 -0.7490
I 4.3877 -5.6422 -4.1869
C 2.7971 -4.8427 -3.0505
C 2.9067 -3.5582 -2.5552
C 1.8701 -3.0343 -1.8063
C 0.7288 -3.7837 -1.5631
C 0.6333 -5.0768 -2.0600
C 1.6712 -5.6094 -2.8063
C -0.4442 -3.1702 -0.7790
O -1.5353 -3.7090 -0.8912
O -0.1549 -2.1679 -0.0746
H 3.7861 -2.9654 -2.7510
H 1.9638 -2.0358 -1.4102
H -0.2538 -5.6603 -1.8604
H 1.5994 -6.6121 -3.1986
*
```

* energy relative to the best compared isomer or geometry (same formula, charge and spin): 71.44 kcal/mol
* E: -2341.0532 a.u.
* E_LUMO (spin up / spin down): -3.348 / -3.407 eV


No. 5
The following is a quantum chemistry calculation of a 16-piece molecular cluster, H33O16 overall in a non-equilibrium geometry, from the OMol25 dataset.

ORCA input file:
```
! wB97M-V def2-TZVPD RIJCOSX def2/J DEFGRID3
* xyz 1 1
O 0.7449 1.1261 1.0298
H 0.9739 0.1742 1.0860
H 1.0036 1.5858 1.8791
O -3.2557 1.5756 4.4909
H 0.4764 3.3297 2.4652
H -3.8081 2.2501 4.0777
O 1.3282 3.6853 2.7145
H 1.1461 4.3367 3.3864
H 3.4753 -0.7916 -3.0221
O 2.4980 -0.6681 1.9360
H 2.3182 -1.0435 2.7988
H -0.6774 -1.3750 4.6025
O -1.1595 0.5098 -0.8423
H -0.3108 -2.4116 -3.8772
H -0.6409 0.2726 -0.0649
O -1.3487 3.1121 -1.2357
H -1.4555 2.2177 -0.8439
H 1.4090 -1.8282 -3.6611
O 0.1427 0.1600 -4.3667
H -0.5101 0.6828 -4.8619
H 0.9693 0.6265 -4.2600
O 2.3842 1.3913 3.9295
H 3.3097 -1.1163 1.6049
H 2.8304 1.3612 3.0872
O 2.5207 -0.7671 -2.9437
H -1.9748 -0.0637 -0.8414
O 0.6675 -2.3291 -4.2600
H 3.6625 -3.6567 0.1821
H 0.3734 -1.6761 -5.0114
O -1.4137 -1.7803 -2.9820
H -2.1586 -1.9874 -2.3666
H -0.6893 -1.6026 -2.3117
O -1.8758 -1.4514 0.8430
H -2.2398 3.4723 -1.2481
H -2.0620 -2.2089 0.2760
O -1.3551 -1.2647 3.9111
H -1.9974 -0.9353 4.6224
H -1.8641 -1.4019 1.8063
O 4.0072 -2.8273 0.4975
H 4.2738 -2.2574 -0.2258
H 2.2649 -0.2844 -2.1153
O 1.2194 0.9478 -1.5609
H 1.4674 0.9712 -0.5674
H 0.3009 1.4314 -1.5301
O -4.5639 -1.2096 -2.0582
H -4.9670 -1.2954 -1.1907
H -2.8940 1.9616 5.2933
H 2.7356 2.1458 4.4046
H -5.2808 -1.0937 -2.6752
*
```

* energy relative to the best compared isomer or geometry (same formula, charge and spin): 86.85 kcal/mol
* E: -1223.3373 a.u.
* E_LUMO: -2.710 eV